DFT (ωB97M-V/def2-TZVPD) results for a structure of composition C2H3Cl3 in a non-equilibrium geometry.

```
8
C2H3Cl3 | OMol25 | ωB97M-V/def2-TZVPD
Cl 1.049 1.869 0.770
Cl 1.994 1.125 -1.900
Cl -1.154 1.102 -1.450
C -0.334 -0.212 -0.664
C 1.368 0.561 -0.310
H 0.027 -1.152 -1.269
H 1.839 -0.262 0.249
H -0.654 -0.409 0.342
```

Calculated values
HOMO-LUMO gap, eV: 10.70
Total charge: 0
Energy above the lowest of the compared OMol25 structures with the same formula, charge and spin, eV: 1.585
HOMO energy, eV: -9.92